{
  "formula": "C80H174F15N8O14",
  "method": "ωB97M-V with the def2-TZVPD basis set",
  "elements": ["C", "C", "C", "C", "N", "C", "C", "C", "C", "C", "C", "C", "H", "H", "H", "H", "H", "H", "H", "H", "H", "H", "H", "H", "H", "H", "H", "H", "H", "H", "H", "H", "H", "H", "H", "H", "C", "C", "C", "C", "N", "C", "C", "C", "C", "C", "C", "C", "H", "H", "H", "H", "H", "H", "H", "H", "H", "H", "H", "H", "H", "H", "H", "H", "H", "H", "H", "H", "H", "H", "H", "H", "C", "C", "C", "C", "N", "C", "C", "C", "C", "C", "H", "H", "H", "H", "H", "H", "H", "H", "H", "H", "H", "H", "H", "H", "H", "H", "H", "H", "H", "H", "C", "C", "C", "C", "N", "C", "C", "C", "C", "C", "H", "H", "H", "H", "H", "H", "H", "H", "H", "H", "H", "H", "H", "H", "H", "H", "H", "H", "H", "H", "C", "N", "C", "C", "C", "C", "O", "H", "H", "H", "H", "H", "H", "H", "H", "H", "H", "H", "H", "H", "H", "C", "N", "C", "C", "C", "C", "O", "H", "H", "H", "H", "H", "H", "H", "H", "H", "H", "H", "H", "H", "H", "C", "N", "C", "C", "C", "C", "O", "H", "H", "H", "H", "H", "H", "H", "H", "H", "H", "H", "H", "H", "H", "C", "N", "C", "C", "C", "C", "O", "H", "H", "H", "H", "H", "H", "H", "H", "H", "H", "H", "H", "H", "H", "C", "O", "O", "C", "F", "F", "F", "C", "C", "H", "H", "H", "H", "H", "H", "C", "O", "O", "C", "F", "F", "F", "C", "C", "H", "H", "H", "H", "H", "H", "C", "O", "O", "C", "F", "F", "F", "C", "C", "H", "H", "H", "H", "H", "H", "C", "O", "O", "C", "F", "F", "F", "C", "C", "H", "H", "H", "H", "H", "H", "C", "O", "O", "C", "F", "F", "F", "C", "C", "H", "H", "H", "H", "H", "H"],
  "xyz": [[-0.94970, -7.55712, -8.72087], [-1.87481, -8.14198, -7.67626], [-2.05943, -7.30119, -6.38562], [-2.50949, -5.90632, -6.80386], [-2.93689, -4.89831, -5.68160], [-4.08588, -5.43244, -4.92324], [-5.22966, -5.38483, -6.00480], [-4.88745, -4.20931, -6.89347], [-3.60396, -3.66993, -6.32883], [-1.71320, -4.59675, -4.88747], [-1.49355, -5.44239, -3.63189], [-0.10520, -5.24243, -3.09378], [-1.51760, -6.85316, -9.31332], [-0.66115, -8.33312, -9.39253], [-0.06975, -7.03050, -8.27111], [-1.55933, -9.13463, -7.37612], [-2.82502, -8.27277, -8.20769], [-1.06775, -7.26004, -5.90987], [-2.76067, -7.81171, -5.69148], [-3.25756, -5.84930, -7.57831], [-1.58223, -5.48873, -7.20486], [-4.26529, -4.75088, -4.15844], [-3.98301, -6.47264, -4.57632], [-6.23738, -5.28221, -5.56603], [-5.26593, -6.24577, -6.63743], [-5.64994, -3.43493, -6.92713], [-4.66648, -4.54579, -7.89955], [-3.88921, -2.91665, -5.62468], [-2.86949, -3.30776, -7.09710], [-1.73053, -3.53468, -4.81879], [-0.85601, -4.85942, -5.54094], [-1.62377, -6.46334, -3.94821], [-2.28460, -5.27086, -2.94974], [0.06329, -6.05292, -2.35907], [0.16402, -4.26779, -2.71903], [0.55242, -5.55252, -3.96003], [0.27429, 4.86582, 6.93035], [-0.14569, 3.51066, 6.24685], [0.15805, 2.32504, 7.13702], [1.55268, 2.27190, 7.73868], [1.94964, 0.85195, 8.29224], [3.19300, 0.99630, 9.06970], [4.27898, 0.52255, 8.08533], [3.70049, 0.28687, 6.72053], [2.29694, -0.14708, 7.11642], [0.75185, 0.26380, 8.93820], [0.93903, -1.04178, 9.60542], [-0.25822, -1.31727, 10.53227], [1.36848, 4.71202, 7.00906], [-0.24497, 5.00018, 7.86171], [0.04038, 5.68267, 6.26356], [0.40136, 3.46136, 5.30885], [-1.20584, 3.66566, 5.93047], [-0.05434, 1.41500, 6.54524], [-0.64509, 2.34898, 7.86314], [1.67258, 3.00161, 8.54657], [2.36666, 2.51876, 6.98343], [3.17313, 0.47901, 10.03488], [3.32852, 2.01649, 9.31179], [4.73353, -0.42297, 8.42098], [5.11738, 1.22411, 8.12619], [4.17929, -0.57154, 6.26053], [3.74770, 1.17162, 6.05218], [2.41557, -1.08059, 7.55735], [1.49459, -0.08422, 6.35422], [-0.02004, 0.15534, 8.19086], [0.45255, 0.98625, 9.69283], [1.89879, -0.96492, 10.14665], [1.02904, -1.88175, 8.87384], [-0.10629, -2.36450, 10.89263], [-1.17461, -1.20391, 9.94859], [-0.28892, -0.66651, 11.43111], [2.15517, -3.78035, 0.77652], [1.17510, -2.83364, 0.03007], [0.44363, -1.98162, 0.99879], [-0.71782, -1.21010, 0.44961], [-1.44927, -0.31798, 1.40700], [-2.48973, -1.01195, 2.21801], [-3.17198, 0.14590, 2.95273], [-3.23799, 1.25019, 1.81546], [-2.16394, 0.80746, 0.76489], [-0.49974, 0.29329, 2.38571], [1.67464, -4.51176, 1.42642], [2.76519, -3.14596, 1.38860], [2.85269, -4.32216, 0.12403], [0.53351, -3.36521, -0.68496], [1.73604, -2.17648, -0.67308], [1.21507, -1.28033, 1.32813], [0.12613, -2.57112, 1.88610], [-1.44973, -1.90979, -0.01785], [-0.28760, -0.47073, -0.23288], [-1.98077, -1.72249, 2.86659], [-3.18916, -1.58265, 1.60808], [-2.53485, 0.51683, 3.77672], [-4.18842, -0.01233, 3.30173], [-2.91279, 2.21201, 2.16639], [-4.25642, 1.29218, 1.32975], [-1.37813, 1.50261, 0.49208], [-2.59768, 0.46294, -0.14981], [-0.30781, -0.44973, 3.11124], [-1.02264, 1.13981, 2.82796], [0.26510, 0.73760, 1.79950], [4.61772, 0.63389, -4.00733], [5.76362, -0.39669, -4.26915], [7.12685, 0.02220, -3.83992], [7.57799, 1.08039, -4.82359], [9.01065, 1.42394, -4.67063], [9.40924, 1.79475, -3.26117], [8.63617, 3.09721, -2.99318], [8.65341, 3.80585, -4.36420], [9.26123, 2.72376, -5.37825], [9.89813, 0.38826, -5.30084], [4.57155, 0.87160, -2.94799], [3.66841, 0.16294, -4.31497], [4.64626, 1.58375, -4.65376], [5.72860, -0.65443, -5.32756], [5.40593, -1.24107, -3.64643], [7.85132, -0.79540, -3.83111], [7.16895, 0.46051, -2.82459], [7.14284, 2.05292, -4.81348], [7.36861, 0.68552, -5.80400], [10.46567, 2.01006, -3.25662], [9.21815, 0.88164, -2.61223], [9.12322, 3.58948, -2.16961], [7.60082, 2.83841, -2.65687], [9.30396, 4.72206, -4.40891], [7.69138, 4.09522, -4.70818], [10.31439, 2.84244, -5.54932], [8.69422, 2.68761, -6.29661], [9.74364, 0.35019, -6.33100], [9.64470, -0.63708, -5.05264], [10.89147, 0.70425, -5.24853], [3.13738, -5.06360, 4.73940], [3.42450, -6.55565, 4.80152], [3.12472, -7.00915, 3.40220], [4.84777, -6.76195, 5.15581], [2.48454, -7.29128, 5.69039], [2.05979, -6.56010, 6.95266], [3.19364, -5.91198, 7.58919], [2.11388, -4.91934, 4.35549], [3.88066, -4.63481, 4.10743], [3.11395, -4.62048, 5.73719], [2.03969, -6.76853, 3.25705], [3.40583, -8.07459, 3.36052], [3.68718, -6.36921, 2.71886], [5.07555, -7.82473, 5.53884], [5.01665, -6.05034, 5.89071], [5.51445, -6.52414, 4.34685], [2.93958, -8.23443, 5.86548], [1.53706, -7.40690, 5.16472], [1.46393, -7.28812, 7.57949], [1.35844, -5.76128, 6.72520], [3.67024, -6.51257, 8.22074], [-3.38983, 8.13462, 1.68965], [-3.22902, 7.81144, 0.25302], [-2.56113, 9.09015, -0.31272], [-2.31278, 6.67206, 0.09495], [-4.56976, 7.41540, -0.43305], [-4.52690, 7.07529, -1.90860], [-3.87389, 5.85053, -2.10805], [-3.90392, 9.05253, 1.83009], [-2.40678, 8.21545, 2.14890], [-3.88173, 7.34892, 2.26088], [-3.12490, 9.98151, 0.02929], [-2.39502, 8.96919, -1.37467], [-1.61260, 9.14768, 0.11115], [-1.93916, 6.61258, -0.91702], [-2.90188, 5.68545, 0.08283], [-1.52159, 6.87051, 0.78190], [-5.22551, 8.27261, -0.25302], [-4.81329, 6.54336, 0.05785], [-4.12819, 7.93178, -2.44187], [-5.57674, 6.99110, -2.17564], [-2.90180, 6.02482, -2.70925], [0.10182, 2.41896, -5.37194], [-1.20423, 1.90092, -4.88184], [-1.77244, 0.94019, -5.82461], [-0.90233, 1.19442, -3.64917], [-2.17057, 3.01088, -4.65903], [-3.27852, 2.88253, -3.63883], [-4.03956, 1.75816, -3.97580], [0.55908, 3.06900, -4.62428], [-0.09024, 2.92804, -6.35693], [0.71816, 1.54575, -5.52338], [-1.49588, 1.14972, -6.82377], [-2.85340, 0.99445, -5.71555], [-1.47326, -0.05754, -5.50381], [-0.16548, 0.41198, -3.86081], [-1.73668, 0.68205, -3.18753], [-0.47919, 1.86876, -2.88965], [-2.72401, 3.20949, -5.56866], [-1.65797, 3.90844, -4.37381], [-3.78650, 3.84899, -3.73464], [-2.89254, 2.86629, -2.61036], [-4.41917, 1.22767, -3.21601], [-7.70183, 1.61297, -0.63953], [-7.56364, 2.74496, -1.61493], [-8.53884, 3.79684, -1.42987], [-6.17961, 3.23105, -1.25920], [-7.64131, 2.10703, -2.98687], [-7.16413, 2.99965, -4.06554], [-8.04050, 4.12576, -4.39522], [-8.73156, 1.16216, -0.79410], [-7.68686, 2.05835, 0.31969], [-6.88124, 0.93342, -0.83489], [-8.51816, 4.41987, -2.31174], [-8.39818, 4.40660, -0.54528], [-9.59521, 3.41329, -1.35947], [-5.59992, 2.51489, -1.86441], [-5.95997, 3.12743, -0.19378], [-6.00505, 4.15021, -1.78227], [-8.68302, 1.73091, -3.12084], [-6.86174, 1.29446, -2.94017], [-6.92135, 2.36150, -4.95036], [-6.18515, 3.58079, -3.76455], [-7.98719, 4.26357, -5.32375], [-1.41492, -1.94807, 5.72348], [-1.78346, -1.50654, 7.07301], [-0.91114, -1.02599, 5.00737], [-0.44548, -3.10381, 6.04503], [0.72944, -2.67592, 6.61562], [-0.97760, -3.94402, 6.92468], [-0.01884, -3.81753, 4.95040], [-3.14115, -1.20091, 7.38789], [-3.65544, -2.35754, 8.33440], [-2.97003, -2.53233, 9.14892], [-4.69125, -2.21480, 8.75411], [-3.64875, -3.32808, 7.81249], [-3.73011, -1.14848, 6.44298], [-3.29303, -0.21676, 7.90996], [-2.35388, -2.43781, 5.26911], [6.26059, -4.76195, 2.02285], [6.45309, -3.93455, 0.80319], [5.01301, -4.86911, 2.39713], [6.76144, -6.14582, 1.75660], [6.85013, -6.97977, 2.86500], [5.90509, -6.81541, 0.94369], [7.98138, -6.16502, 1.17245], [7.45543, -2.90062, 0.77983], [7.42308, -2.03360, -0.50639], [7.93894, -1.06399, -0.40461], [7.71019, -2.60579, -1.38695], [6.33965, -1.70710, -0.60211], [8.54207, -3.23732, 0.85732], [7.20845, -2.27918, 1.66574], [6.87024, -4.25441, 2.77071], [1.56407, 1.92957, 0.15182], [1.88859, 3.28942, -0.18696], [0.28028, 1.55415, -0.15363], [2.56659, 0.96742, -0.60243], [3.72412, 1.62838, -0.79401], [2.82308, -0.14957, -0.01026], [2.11293, 0.57224, -1.81009], [1.43003, 4.14339, 0.94984], [2.43142, 4.61343, 2.02564], [2.07225, 5.53936, 2.40908], [2.49463, 3.84046, 2.81833], [3.29656, 4.92755, 1.42956], [0.69923, 3.43978, 1.33070], [0.93253, 5.12725, 0.57657], [1.78168, 1.67269, 1.25332], [-0.57617, 6.41691, -3.06125], [0.34399, 6.52061, -4.14655], [-1.87687, 6.23713, -3.42302], [-0.08479, 5.20470, -2.20485], [-0.88857, 4.70124, -1.26964], [0.12407, 4.14588, -3.07160], [1.06900, 5.46458, -1.59161], [0.37247, 7.76280, -4.86279], [1.13086, 7.45923, -6.23838], [1.47556, 8.28469, -6.81511], [1.98673, 6.86296, -5.94188], [0.50196, 6.74427, -6.79817], [0.86575, 8.46131, -4.18754], [-0.64769, 8.07659, -5.00648], [-0.36013, 7.36398, -2.46863], [-5.24415, -0.82366, -1.99520], [-5.02119, -1.30505, -0.69077], [-5.06857, 0.44686, -2.07730], [-4.25351, -1.46966, -3.00332], [-2.97896, -0.98985, -2.92449], [-4.05684, -2.81961, -2.82416], [-4.61375, -1.31330, -4.31114], [-5.84645, -2.29737, -0.05866], [-7.10583, -1.61821, 0.39048], [-7.76083, -2.34026, 0.86692], [-6.87212, -0.76815, 1.05964], [-7.61671, -1.17153, -0.42878], [-5.21117, -2.84452, 0.74738], [-6.12373, -3.09671, -0.78327], [-6.23633, -1.22823, -2.23120]],
  "total_charge": 3,
  "spin_multiplicity": 1,
  "energy_ev": -167097.3875,
  "homo_energy_ev": -10.85,
  "homo_lumo_gap_ev": 6.6712,
  "lumo_energy_ev": -4.18,
  "max_force_ev_per_a": 3.504
}